Entry from the OMol25 dataset: a molecular structure, C12H21ClNO7Y (wB97M-V/def2-TZVPD).

Its charge is +2. The multiplicity is 1. The value obtained for the HOMO-LUMO gap is 0.08424 Ha.

Each line ends with the Mulliken charge.
Atoms and positions in Å:
Y1 14.04556 6.56073 7.39780  1.766
Cl1 8.91716 11.35384 12.37536  1.048
O1 7.90193 11.44933 13.36638  -0.123
O2 14.33216 4.48293 6.71399  -0.554
O3 9.86291 12.46989 12.06962  -0.149
O4 16.06706 7.07979 7.46644  -0.559
C1 6.77342 4.78299 13.80373  -0.591
C2 6.79759 6.24997 13.51400  -0.280
C3 7.31317 6.81536 14.82662  -0.368
O5 8.28633 5.91069 15.32601  -0.354
C4 7.84756 4.55334 14.87861  -0.384
H1 6.99990 4.23260 12.94758  0.310
H2 5.80930 4.46199 14.28541  0.306
H3 5.82056 6.53657 13.08397  0.326
H4 7.53137 6.51905 12.71909  0.158
H5 6.49223 6.95977 15.57375  0.300
H6 7.70219 7.86624 14.73765  0.215
H7 7.35100 4.12264 15.73800  0.302
H8 8.71384 4.02322 14.49284  0.289
O6 13.86403 6.74046 9.62653  -0.722
C5 14.30146 6.16048 10.64332  0.803
O7 13.46485 5.48866 11.34138  -0.279
C6 12.11230 5.75728 11.01379  0.005
C7 11.05724 5.29267 12.03510  -1.246
C8 15.72885 6.08811 11.08318  -0.867
H9 11.92725 5.36406 10.04213  0.230
H10 11.99019 6.82562 11.13398  0.250
H11 10.88970 6.06546 12.78012  0.328
H12 11.55742 4.50273 12.63954  0.328
H13 10.14157 4.82019 11.66873  0.355
H14 16.37448 5.89201 10.16972  0.304
H15 15.79071 5.26957 11.70361  0.381
H16 15.92020 7.02674 11.59638  0.286
N1 11.45919 6.84626 6.22479  -0.069
C9 11.24265 7.40752 7.48979  -0.597
C10 11.98296 8.59313 7.54811  -0.163
C11 12.54574 8.77372 6.23822  -0.523
C12 12.23299 7.68543 5.44698  -0.451
H17 11.10637 5.98251 5.85596  0.181
H18 10.46919 7.12092 8.15742  0.478
H19 12.01550 9.27976 8.35353  0.448
H20 13.14890 9.58818 5.96497  0.464
H21 12.41553 7.45527 4.37997  0.417

---

Entry from the OMol25 dataset: a molecular structure, C3H6O2 (wB97M-V/def2-TZVPD).

The multiplicity is 1. The value obtained for the HOMO-LUMO gap is 0.36066 Ha. The energy above the lowest of the compared OMol25 structures with the same formula, charge and spin is 5.386 eV.

Each line ends with the natural charge from an NBO analysis.
Atoms and positions in Å:
O1 -1.66810 -0.27816 -0.46314  -0.770
C1 -0.79300 1.02290 0.08750  -0.286
C2 0.63618 0.52560 0.08150  0.002
C3 1.00192 -0.86587 0.39745  -0.125
O2 0.90949 -0.41260 -0.95905  -0.516
H1 -0.98458 -0.64889 -1.06124  0.490
H2 -1.63318 0.89698 -0.85597  0.428
H3 -1.12759 1.16567 1.12670  0.190
H4 1.41197 1.28306 0.22759  0.202
H5 0.23061 -1.56942 0.70978  0.193
H6 2.01629 -1.11926 0.70889  0.190

---

Entry from the OMol25 dataset: 7 unconnected molecules or ions with the total composition C11H36O7 (wB97M-V/def2-TZVPD).

As for the SMILES: CC(C)O.CC(C)O.CO.CO.CO.CO.CO. The multiplicity is 1. The value obtained for the HOMO-LUMO gap is 0.35181 Ha. The energy above the lowest of the compared OMol25 structures with the same formula, charge and spin is 2.680 eV.

Each line ends with the natural charge from an NBO analysis.
Atoms and positions in Å:
C1 12.58328 -7.61782 -26.90270  -0.630
C2 11.48641 -8.20074 -27.71053  0.087
C3 11.74762 -8.74923 -29.14218  -0.636
O1 10.98613 -9.27654 -26.96201  -0.735
H1 13.32770 -8.36608 -26.63061  0.204
H2 12.20760 -7.36059 -25.91235  0.197
H3 13.27504 -6.93858 -27.40090  0.216
H4 10.75168 -7.39884 -27.63818  0.164
H5 11.80467 -7.93828 -29.86826  0.211
H6 11.17061 -9.58227 -29.54371  0.233
H7 12.66046 -9.34320 -29.09699  0.206
H8 10.58435 -8.96507 -26.14767  0.479
C4 6.20565 -4.79887 -27.48256  -0.628
C5 6.88367 -3.48021 -27.85903  0.073
C6 6.08372 -2.22827 -27.58027  -0.638
O2 8.01878 -3.40678 -27.00485  -0.751
H9 5.30021 -4.92963 -28.07517  0.212
H10 5.88928 -4.86158 -26.44137  0.206
H11 6.95232 -5.56909 -27.67582  0.230
H12 7.01495 -3.41427 -28.93909  0.185
H13 6.63456 -1.28810 -27.55233  0.219
H14 5.73670 -2.30180 -26.54961  0.194
H15 5.27663 -1.99746 -28.27557  0.224
H16 7.82134 -2.87919 -26.22749  0.479
C7 7.64852 -9.88126 -22.69552  -0.244
O3 6.54256 -9.03950 -22.53714  -0.752
H17 7.36027 -10.89866 -22.95993  0.157
H18 8.09701 -9.42209 -23.57649  0.174
H19 8.35335 -9.93595 -21.86586  0.151
H20 6.58603 -8.39880 -23.25073  0.494
C8 8.37711 -6.94775 -25.16479  -0.253
O4 7.21494 -7.12511 -24.37278  -0.759
H21 8.56470 -7.81067 -25.80376  0.195
H22 8.33845 -6.03669 -25.76193  0.177
H23 9.27682 -6.87269 -24.55406  0.154
H24 6.93698 -6.27820 -24.01626  0.496
C9 8.55845 -5.21133 -22.10677  -0.248
O5 7.60627 -4.58971 -22.86423  -0.733
H25 8.66405 -6.25902 -22.38837  0.173
H26 9.50071 -4.66407 -22.13370  0.164
H27 8.24416 -5.21353 -21.06306  0.180
H28 7.99242 -4.06206 -23.56713  0.472
C10 9.43254 -4.49595 -30.13568  -0.265
O6 9.33481 -5.22335 -28.86296  -0.735
H29 9.31487 -3.42039 -30.00373  0.167
H30 10.33115 -4.75679 -30.69476  0.188
H31 8.57966 -4.63526 -30.79998  0.160
H32 8.84638 -4.60723 -28.31213  0.482
C11 11.33909 -10.18565 -23.07413  -0.264
O7 10.74088 -9.17186 -23.93795  -0.730
H33 12.39344 -9.98364 -22.88540  0.173
H34 10.78403 -10.26756 -22.13962  0.170
H35 11.25845 -11.21133 -23.43412  0.191
H36 11.25317 -8.41294 -23.64948  0.464